(1)
{
  "formula": "C5H10O",
  "method": "the ωB97M-V functional and the def2-TZVPD basis",
  "smiles": "CC1=CC[C@H]1O.[H][H]",
  "total_charge": 0,
  "homo_energy_ha": -0.332,
  "species": ["O", "C", "C", "C", "C", "C", "H", "H", "H", "H", "H", "H", "H", "H", "H", "H"],
  "xyz": [[-0.37, 1.54, -1.75], [-0.19, 0.10, 0.24], [-0.48, 0.99, 1.39], [0.28, 0.45, -1.15], [-0.14, -1.01, -1.54], [-0.32, -1.20, -0.05], [-1.10, -0.99, -2.07], [1.37, 0.57, -1.20], [-0.50, -2.08, 0.55], [0.94, -1.39, 2.57], [1.51, -0.91, 2.56], [0.56, -1.64, -2.10], [-0.75, 0.42, 2.29], [0.17, 1.85, -2.49], [-1.34, 1.62, 1.12], [0.35, 1.67, 1.63]]
}



(2)
{
  "formula": "C5H10O",
  "method": "the ωB97M-V functional and the def2-TZVPD basis",
  "smiles": "CC=C=O.CC",
  "total_charge": 0,
  "homo_energy_ha": -0.324,
  "species": ["O", "C", "C", "C", "C", "C", "H", "H", "H", "H", "H", "H", "H", "H", "H", "H"],
  "xyz": [[0.23, 0.10, 1.88], [2.71, -0.23, -0.29], [-0.63, 0.11, 1.09], [-3.05, -0.09, 0.66], [-1.62, 0.11, 0.23], [1.48, 0.19, -1.08], [2.95, -1.29, -0.47], [-3.63, 0.84, 0.57], [-3.10, -0.41, 1.71], [2.54, -0.12, 0.78], [3.59, 0.36, -0.56], [1.68, 0.24, -2.16], [-3.53, -0.86, 0.06], [-1.37, 0.27, -0.81], [1.12, 1.18, -0.77], [0.67, -0.53, -0.94]]
}



(3)
{
  "formula": "C5H10O",
  "method": "the ωB97M-V functional and the def2-TZVPD basis",
  "total_charge": 0,
  "homo_energy_ha": -0.321,
  "species": ["O", "C", "C", "C", "C", "C", "H", "H", "H", "H", "H", "H", "H", "H", "H", "H"],
  "xyz": [[1.25, 1.21, -2.01], [-1.40, 1.17, -0.90], [2.02, 0.04, -0.06], [-0.36, 0.18, -1.06], [-0.87, -1.43, 1.60], [0.99, 0.55, -1.00], [-0.09, -2.11, 1.95], [-0.76, -0.46, 2.08], [-2.00, 0.87, -0.05], [2.46, -0.89, -0.38], [2.83, 0.74, 0.00], [-1.14, 2.20, -0.71], [-0.78, -1.35, 0.49], [-2.12, 1.23, -1.69], [-1.86, -1.84, 1.83], [1.67, -0.14, 0.95]]
}



(4)
{
  "formula": "C5H10O",
  "method": "the ωB97M-V functional and the def2-TZVPD basis",
  "total_charge": 0,
  "homo_energy_ha": -0.299,
  "species": ["O", "C", "C", "C", "C", "C", "H", "H", "H", "H", "H", "H", "H", "H", "H", "H"],
  "xyz": [[1.25, -1.28, 1.08], [2.06, -0.12, 1.00], [-1.64, -1.04, -0.37], [-0.33, 0.40, 0.15], [-0.48, 1.44, -0.93], [0.95, -0.34, 0.05], [-1.29, -1.09, -1.39], [3.09, -0.29, 0.67], [-2.71, -0.79, -0.33], [1.24, -0.69, -0.95], [-0.29, 1.03, -1.94], [1.93, 0.60, 1.81], [-1.47, 1.90, -0.92], [-1.46, -1.97, 0.18], [0.25, 2.26, -0.79], [-1.22, -0.09, 0.64]]
}



(5)
{
  "formula": "C5H10O",
  "method": "the ωB97M-V functional and the def2-TZVPD basis",
  "smiles": "C[C@H]1CCOC1",
  "total_charge": 0,
  "homo_energy_ha": -0.352,
  "species": ["O", "C", "C", "C", "C", "C", "H", "H", "H", "H", "H", "H", "H", "H", "H", "H"],
  "xyz": [[-1.70, -0.24, 0.96], [1.93, 0.29, 0.02], [0.41, 0.39, 0.18], [-0.33, -0.42, 1.26], [-1.82, -0.10, -0.46], [-0.39, -0.09, -1.01], [-0.11, -1.51, 1.23], [2.23, 0.82, -0.89], [2.28, -0.74, -0.07], [0.17, 1.45, 0.40], [-2.42, -0.91, -0.88], [-0.07, 0.02, 2.21], [-0.29, 0.53, -1.90], [-0.05, -1.10, -1.23], [2.49, 0.77, 0.84], [-2.33, 0.85, -0.65]]
}



(6)
{
  "formula": "C5H10O",
  "method": "the ωB97M-V functional and the def2-TZVPD basis",
  "smiles": "O=C1CCCC1.[H][H]",
  "total_charge": 0,
  "homo_energy_ha": -0.348,
  "species": ["O", "C", "C", "C", "C", "C", "H", "H", "H", "H", "H", "H", "H", "H", "H", "H"],
  "xyz": [[1.39, -0.87, 1.37], [-0.89, 0.01, -1.15], [-0.84, 0.07, 1.26], [0.54, -0.31, 0.72], [0.58, 0.05, -0.76], [-1.59, 0.65, 0.06], [0.98, 1.08, -0.83], [3.24, -0.88, 0.24], [-0.73, 0.74, 2.12], [3.80, -0.72, -0.23], [-1.21, -1.03, -1.26], [-1.11, 0.53, -2.09], [1.25, -0.61, -1.33], [-1.31, -0.85, 1.64], [-2.67, 0.44, 0.09], [-1.47, 1.74, 0.03]]
}



(7)
{
  "formula": "C5H10O",
  "method": "the ωB97M-V functional and the def2-TZVPD basis",
  "total_charge": 0,
  "homo_energy_ha": -0.269,
  "species": ["O", "C", "C", "C", "C", "C", "H", "H", "H", "H", "H", "H", "H", "H", "H", "H"],
  "xyz": [[0.75, 1.19, -0.04], [0.00, 2.35, -0.96], [0.58, -0.04, -0.75], [-0.75, -0.65, -0.95], [0.24, -1.28, 0.00], [-0.05, -1.22, 1.49], [-0.59, -2.12, 1.81], [0.76, -2.17, -0.32], [0.48, 1.13, 0.89], [-0.93, 2.42, -0.35], [0.62, 3.20, -0.63], [-0.94, -1.11, -1.92], [-1.62, -0.16, -0.52], [-0.69, -0.37, 1.75], [1.29, -0.04, -1.57], [0.87, -1.15, 2.08]]
}



(8)
{
  "formula": "C5H10O",
  "method": "the ωB97M-V functional and the def2-TZVPD basis",
  "total_charge": 0,
  "homo_energy_ha": -0.307,
  "species": ["O", "C", "C", "C", "C", "C", "H", "H", "H", "H", "H", "H", "H", "H", "H", "H"],
  "xyz": [[-2.05, -1.50, 0.15], [1.30, 1.09, 0.83], [1.10, 0.73, -0.71], [-1.85, -0.20, -0.46], [-0.85, -0.15, 0.65], [-0.62, -1.61, 0.41], [1.42, 0.31, 1.60], [0.29, 0.16, -1.17], [-2.71, 0.46, -0.32], [0.69, 1.88, 1.29], [-0.43, -2.21, 1.30], [-0.08, -1.98, -0.47], [2.29, 1.51, 0.64], [1.96, 0.10, -0.96], [-1.58, -0.27, -1.53], [1.14, 1.68, -1.25]]
}



| no. | gap between HOMO and LUMO (Ha) |
| --- | --- |
| 1 | 0.3665 |
| 2 | 0.3541 |
| 3 | 0.3097 |
| 4 | 0.3420 |
| 5 | 0.3937 |
| 6 | 0.3849 |
| 7 | 0.2921 |
| 8 | 0.3316 |